Record 1
{"formula": "C26H28BBr2N11O3SZr", "method": "ωB97M-V/def2-TZVPD", "elements": ["Zr", "C", "C", "C", "C", "N", "N", "B", "N", "C", "C", "C", "C", "N", "N", "C", "C", "C", "C", "N", "N", "C", "C", "C", "C", "N", "H", "H", "H", "H", "H", "H", "H", "H", "H", "H", "H", "H", "H", "H", "H", "H", "H", "H", "H", "H", "Br", "C", "Br", "H", "H", "O", "S", "O", "O", "C", "N", "C", "C", "C", "N", "C", "C", "C", "N", "C", "C", "H", "H", "H", "H", "H", "H"], "coordinates": [[-1.40740, -1.10144, 0.80421], [-2.61345, 0.25207, -2.64599], [-2.19831, 1.15884, -1.53887], [-2.17331, 2.53562, -1.54858], [-1.71241, 2.91034, -0.29465], [-1.46224, 1.82356, 0.42903], [-1.77562, 0.70521, -0.32638], [-1.03353, 1.83918, 1.96229], [-2.17094, 1.13372, 2.75014], [-2.85251, 1.44965, 3.84974], [-3.79377, 0.46860, 4.10806], [-3.63157, -0.47462, 3.11470], [-4.39977, -1.73503, 2.92337], [-2.62817, -0.08010, 2.28322], [0.25701, 0.95723, 2.16395], [1.37478, 1.28343, 2.79922], [2.18473, 0.15937, 2.91298], [1.49156, -0.87060, 2.32125], [1.93316, -2.28529, 2.18047], [0.29122, -0.39747, 1.86783], [-0.76525, 3.25447, 2.32308], [-1.46908, 4.22815, 2.97329], [-0.79154, 5.40193, 2.83303], [0.34199, 5.08443, 2.05003], [1.42370, 6.00812, 1.58714], [0.35324, 3.80219, 1.73234], [-2.58465, 0.79131, -3.59035], [-1.95448, -0.61372, -2.73812], [-3.63870, -0.09568, -2.51102], [-2.45835, 3.18719, -2.35711], [-1.52865, 3.89053, 0.11547], [-2.62803, 2.33964, 4.41144], [-4.50598, 0.44599, 4.91504], [-5.33864, -1.67461, 3.46866], [-4.63569, -1.90296, 1.87160], [-3.84228, -2.59358, 3.29891], [1.53714, 2.29806, 3.12009], [3.15435, 0.10271, 3.37788], [3.01782, -2.32795, 2.25137], [1.51568, -2.89995, 2.97891], [1.62363, -2.73094, 1.23590], [-2.41252, 4.04820, 3.45775], [-1.06700, 6.36297, 3.23307], [1.34866, 6.96907, 2.09093], [2.40772, 5.59006, 1.79378], [1.35060, 6.18576, 0.51417], [-1.33300, -3.40221, 1.94802], [-3.81439, -4.09724, -0.13788], [-3.34797, -2.42228, -0.87090], [-4.67670, -4.08843, 0.50722], [-3.43525, -4.94795, -0.67761], [5.49424, -5.44831, -3.40027], [4.52602, -5.40388, -4.43016], [3.31392, -4.20752, -3.95804], [5.06649, -4.29729, -5.55953], [4.71542, -3.04196, -5.29303], [5.26333, -2.01253, -5.86493], [4.80661, -0.83247, -5.46353], [3.81954, -0.68546, -4.47986], [3.24977, -1.79520, -3.90122], [3.73733, -2.97635, -4.37373], [2.17796, -1.72024, -2.85256], [1.31240, -2.75842, -2.53394], [0.35043, -2.55434, -1.55541], [0.20980, -1.40282, -0.88968], [1.04876, -0.39914, -1.19425], [2.02904, -0.51967, -2.15718], [5.23921, 0.04066, -5.93764], [3.49164, 0.30502, -4.20926], [1.33723, -3.71744, -3.02072], [-0.32406, -3.35795, -1.28815], [0.93668, 0.52677, -0.64415], [2.67238, 0.33296, -2.31487]], "atomic_forces_ev_per_a": [[-0.048, -1.326, 1.068], [0.016, -0.004, -0.019], [0.090, -0.156, 0.090], [-0.002, 0.133, 0.012], [0.080, 0.119, -0.025], [-0.209, -0.259, 0.061], [0.053, 0.550, -0.327], [-0.104, 0.008, -0.077], [-0.071, -0.039, -0.173], [0.041, 0.019, 0.130], [-0.002, 0.084, 0.102], [0.071, -0.086, -0.130], [0.015, -0.017, -0.033], [-0.042, 0.204, 0.194], [-0.120, -0.056, -0.015], [0.088, 0.007, 0.041], [0.056, 0.140, 0.052], [-0.156, -0.093, -0.117], [-0.037, -0.013, -0.008], [0.234, 0.538, 0.025], [0.200, -0.023, 0.104], [-0.095, 0.003, -0.076], [-0.074, 0.024, 0.000], [0.186, 0.053, -0.115], [-0.043, -0.010, 0.043], [-0.104, -0.045, 0.172], [-0.002, 0.008, 0.005], [-0.004, -0.009, 0.017], [-0.006, 0.007, -0.001], [0.005, -0.009, 0.012], [-0.024, -0.007, -0.040], [0.002, -0.037, 0.000], [0.006, 0.010, -0.009], [0.003, -0.004, 0.010], [0.009, 0.014, -0.005], [-0.009, -0.002, 0.014], [0.011, 0.009, 0.003], [-0.011, 0.011, -0.012], [-0.002, -0.022, 0.019], [0.004, 0.004, 0.010], [0.006, 0.025, -0.021], [0.025, 0.003, -0.019], [0.011, -0.008, -0.005], [-0.009, -0.009, 0.003], [-0.007, -0.018, -0.013], [-0.006, -0.006, -0.005], [-0.038, 0.484, -0.515], [0.005, 0.105, -0.028], [-0.210, -0.073, -0.176], [0.020, -0.009, 0.028], [0.011, -0.011, 0.018], [-0.171, 0.038, -0.079], [0.235, -0.419, 0.304], [-0.073, 0.212, -0.015], [-0.077, 0.458, -0.193], [0.296, -0.307, -0.252], [-0.082, 0.087, 0.085], [-0.007, 0.013, 0.003], [0.030, 0.079, -0.156], [-0.214, -0.065, 0.194], [-0.216, -0.036, 0.328], [0.351, 0.020, -0.233], [-0.181, -0.029, 0.022], [0.062, -0.084, -0.018], [0.144, -0.127, -0.262], [0.027, -0.042, -0.051], [-0.001, 0.083, 0.159], [0.022, -0.020, -0.011], [-0.013, 0.004, -0.014], [0.047, -0.030, -0.055], [-0.010, -0.009, -0.004], [-0.023, 0.005, 0.009], [0.044, -0.040, -0.031]], "max_force_ev_per_a": 1.70, "multiplicity": 2, "gap_ev": [5.9609, 5.9587], "mol_weight_g_mol": 836.495, "total_charge": 3, "e_lumo_ha": [-0.360, -0.360], "e_above_lowest_kcal_mol": 5.5, "e_tot_ev": -202804.8686}

Record 2
{"formula": "C20H17F3O3", "method": "ωB97M-V/def2-TZVPD", "elements": ["C", "C", "C", "C", "C", "C", "C", "C", "C", "C", "C", "C", "C", "C", "F", "F", "F", "C", "C", "C", "O", "C", "C", "O", "C", "O", "H", "H", "H", "H", "H", "H", "H", "H", "H", "H", "H", "H", "H", "H", "H", "H", "H"], "coordinates": [[1.60495, -1.98210, 1.64417], [0.34376, -1.86689, 2.51911], [0.53727, -2.90414, 3.60858], [0.82065, -4.28599, 2.96025], [2.13093, -4.78365, 2.81495], [2.42137, -5.79415, 1.89376], [1.38196, -6.39406, 1.17132], [0.06010, -6.02903, 1.42452], [-0.20495, -4.99804, 2.33817], [-0.35640, -3.04861, 4.86063], [-0.12292, -2.16949, 5.93787], [-0.98817, -2.12533, 7.02677], [-2.08865, -2.98751, 7.00588], [-3.22590, -2.79294, 7.96593], [-4.44412, -2.77759, 7.33943], [-3.16030, -1.62970, 8.65987], [-3.27024, -3.80521, 8.89476], [-2.21759, -4.00909, 6.07612], [-1.25894, -4.09825, 5.06660], [0.29192, -0.42687, 3.12421], [1.33338, 0.12853, 3.43642], [-1.05636, 0.26673, 3.28428], [-1.83009, 0.07389, 2.01444], [-1.98226, -1.37484, 1.68345], [-0.87185, -2.13010, 1.59709], [-0.84698, -3.05990, 0.81026], [1.51941, -2.84535, 0.97671], [1.71164, -1.05118, 1.09374], [2.50451, -2.08688, 2.26411], [1.48569, -2.57476, 4.07985], [2.93314, -4.32715, 3.40427], [3.45275, -6.11700, 1.74207], [1.60005, -7.08315, 0.35893], [-0.78540, -6.50014, 0.90653], [-1.24467, -4.75942, 2.56561], [0.76007, -1.52473, 5.93122], [-0.83218, -1.43734, 7.85452], [-3.04146, -4.72402, 6.12175], [-1.23739, -5.00436, 4.46970], [-1.58508, -0.13404, 4.16535], [-0.84289, 1.33642, 3.42358], [-2.85782, 0.41258, 2.11612], [-1.34720, 0.60313, 1.17708]], "atomic_forces_ev_per_a": [[0.179, 0.332, -0.122], [-0.604, 1.400, -0.757], [1.127, -2.482, 2.082], [0.212, -0.119, -0.068], [-0.162, 0.298, -0.079], [-0.344, -0.075, 0.311], [-0.106, 0.417, -0.172], [0.047, 0.189, 0.484], [-0.108, -0.586, -0.119], [0.281, 0.147, 0.042], [-0.216, 0.114, -0.142], [-0.189, -0.440, -0.442], [-0.624, 0.504, 0.261], [-0.611, -0.162, 0.877], [0.931, -0.216, 0.359], [0.161, -0.581, -0.312], [-0.143, 0.727, -0.651], [0.695, 0.131, -0.097], [-0.509, 0.117, -0.006], [1.036, 0.100, 0.592], [-1.114, -0.613, -0.268], [0.742, -0.078, 0.153], [-0.479, -1.174, -0.305], [0.281, 1.421, 0.239], [0.272, -1.339, -0.946], [-0.344, 1.600, 0.826], [0.042, 0.378, 0.118], [0.099, -0.054, -0.362], [-0.328, 0.058, -0.142], [-0.198, -0.185, -0.429], [-0.181, -0.061, -0.362], [-0.306, 0.115, 0.062], [0.025, -0.091, 0.313], [0.514, 0.158, 0.208], [0.370, 0.117, -0.510], [-0.373, -0.022, -0.186], [-0.090, -0.104, -0.249], [0.321, 0.208, 0.110], [-0.171, 0.478, -0.144], [0.142, 0.052, -0.324], [-0.136, -0.323, 0.148], [0.050, 0.033, -0.124], [-0.193, -0.388, 0.133]], "max_force_ev_per_a": 3.43, "gap_ev": 9.3160, "mol_weight_g_mol": 362.347, "e_lumo_ha": 0.009, "smiles": "C[C@@]1([C@H](c2ccccc2)c2ccc(C(F)(F)F)cc2)C(=O)CCOC1=O", "e_above_lowest_kcal_mol": 0.0, "e_tot_ev": -35310.5898}

Record 3
{"formula": "C2H6F2Si", "method": "ωB97M-V/def2-TZVPD", "elements": ["C", "C", "F", "F", "Si", "H", "H", "H", "H", "H", "H"], "coordinates": [[0.80490, -0.63875, 1.43973], [-1.16603, 0.94066, -0.86553], [0.38560, -2.03965, -1.66355], [1.69353, 0.85234, -0.99157], [0.43397, 0.14542, -0.25482], [0.18689, 0.14416, 2.00288], [0.30058, -1.52908, 1.54255], [1.91104, -0.90785, 1.60039], [-1.35984, 0.48946, -1.85419], [-1.98122, 0.49355, -0.32030], [-1.20941, 2.04974, -0.63559]], "atomic_forces_ev_per_a": [[0.857, 2.894, -1.324], [0.534, -0.251, 1.084], [-0.086, 2.738, 1.780], [-1.082, -0.520, 0.949], [0.949, -2.761, -2.498], [1.645, -0.960, 0.417], [-1.463, -2.066, -0.093], [-1.683, 1.311, 0.120], [0.507, 1.051, -0.096], [-0.329, -0.178, 0.700], [0.153, -1.258, -1.039]], "max_force_ev_per_a": 3.84, "gap_ev": 10.0593, "mol_weight_g_mol": 96.152, "e_lumo_ha": 0.002, "e_above_lowest_kcal_mol": 103.8, "e_tot_ev": -15483.8616}